Entry one
Formula: C2H5NO2
Source: the OMol25 dataset
Level of theory: ωB97M-V/def2-TZVPD

The calculation puts the orbital gap at 10.73 eV. As for the HOMO energy: -9.7 eV. Its LUMO energy is 1.017 eV. Its SMILES is CO/C=N/O.

```
10
C2H5NO2, DFT ωB97M-V/def2-TZVPD
C 1.63 -0.40 0.08
O 0.91 0.92 -0.10
C -0.52 0.80 -0.18
N -1.17 -0.21 -0.37
O -2.51 0.11 0.15
H 2.03 -0.54 1.11
H 0.86 -1.14 -0.21
H 2.22 -0.53 -0.74
H -0.74 1.92 0.30
H -2.71 -0.93 -0.04
```

Results of the Mulliken charge analysis, in e, for atoms 1 through 8:
1. C -0.683
2. O -0.339
3. C 0.294
4. N -0.407
5. O -0.412
6. H 0.240
7. H 0.313
8. H 0.329

---

Entry two
Formula: C2H5NO2
Source: the OMol25 dataset
Level of theory: ωB97M-V/def2-TZVPD

The calculation puts the orbital gap at 10.31 eV. As for the HOMO energy: -9.6 eV. Its LUMO energy is 0.716 eV. Its SMILES is NCC(=O)O.

```
10
C2H5NO2, DFT ωB97M-V/def2-TZVPD
N 1.33 0.17 -0.47
C 0.33 -0.67 0.20
C -1.04 -0.07 -0.07
O -2.05 -0.67 -0.34
O -0.94 1.23 0.04
H 1.23 1.07 -0.07
H 2.23 -0.27 -0.36
H 0.34 -1.71 -0.04
H 0.42 -0.64 1.30
H -1.87 1.56 -0.19
```

Results of the Mulliken charge analysis, in e, for atoms 1 through 8:
1. N -0.585
2. C -0.301
3. C 0.487
4. O -0.554
5. O -0.444
6. H 0.229
7. H 0.218
8. H 0.394

---

Entry three
Formula: C2H5NO2
Source: the OMol25 dataset
Level of theory: ωB97M-V/def2-TZVPD

The calculation puts the orbital gap at 9.61 eV. As for the HOMO energy: -8.9 eV. Its LUMO energy is 0.688 eV.

```
10
C2H5NO2, DFT ωB97M-V/def2-TZVPD
C 0.32 -0.32 0.24
C -0.86 0.63 0.24
N 1.92 0.48 -0.49
O 1.46 -0.03 0.86
O 0.07 -1.60 -0.06
H -1.46 0.70 -0.75
H -0.53 1.57 0.48
H -1.69 0.45 1.02
H 2.45 -0.41 -0.79
H 0.93 -1.93 0.24
```

Results of the Mulliken charge analysis, in e, for atoms 1 through 8:
1. C 0.839
2. C -1.078
3. N -0.493
4. O -0.351
5. O -0.410
6. H 0.255
7. H 0.368
8. H 0.295

---

Entry four
Formula: C2H5NO2
Source: the OMol25 dataset
Level of theory: ωB97M-V/def2-TZVPD

The calculation puts the orbital gap at 10.59 eV. As for the HOMO energy: -9.9 eV. Its LUMO energy is 0.674 eV. Its SMILES is CNC(=O)O.

```
10
C2H5NO2, DFT ωB97M-V/def2-TZVPD
C -1.21 -0.39 -0.23
N -0.22 0.14 0.69
C 1.09 0.31 0.41
O 1.92 0.83 1.12
O 1.41 -0.26 -0.80
H -0.89 -1.38 -0.55
H -2.13 -0.47 0.34
H -1.27 0.23 -1.12
H -0.58 0.60 1.51
H 1.87 0.39 -1.35
```

Results of the Mulliken charge analysis, in e, for atoms 1 through 8:
1. C -0.710
2. N -0.162
3. C 0.555
4. O -0.569
5. O -0.466
6. H 0.252
7. H 0.305
8. H 0.241

---

Most stable structure among those shown: entry four. Next: +0.0143 hartree.